No. 1
The following is a DFT calculation (the ωB97M-V functional and the def2-TZVPD basis) of a molecular structure, C26H29MnN5O2S2Si in a non-equilibrium geometry.

Results
Electronic energy: -99842.46740 eV
2S+1: 5
Expectation value of S²: 6.21
LUMO energy (spin up / spin down): -0.1358 / -0.1160 Ha
Gap between HOMO and LUMO (spin up / spin down): 7.41 / 8.00 eV
Relative energy (zero: lowest compared OMol25 entry of this formula, charge and spin): 17.1 kcal per mole
Total charge: +1
E_HOMO (spin up / spin down): -11.101 / -11.156 eV

The geometry in XYZ format:
```
66
C26H29MnN5O2S2Si, DFT the ωB97M-V functional and the def2-TZVPD basis
C 2.112 -0.369 1.975
H -3.102 -2.445 4.821
H 1.923 5.182 -2.724
S -1.423 -2.627 -1.356
C -0.681 -2.871 2.559
O -0.034 -2.896 -1.630
H -6.004 -0.471 -2.216
N -2.438 0.995 -1.596
H 1.682 5.425 -0.979
H 3.907 -2.064 -2.059
C 2.552 -0.367 3.274
C -4.027 -0.897 -1.752
H 3.366 5.305 -1.690
H 3.528 1.032 -2.184
C 2.075 -0.849 -1.688
C -1.923 -2.849 3.110
H -5.494 2.130 -2.345
C -4.788 1.370 -2.081
C -2.739 -0.330 -1.631
C 0.010 0.695 2.513
H -3.801 -2.976 0.273
C 0.879 0.119 1.536
H -1.346 -2.510 5.140
H 3.541 -0.749 3.540
N -1.524 -1.036 -1.599
H -3.233 2.874 -1.862
H -0.157 1.227 4.551
C 2.822 2.806 0.373
H 2.337 3.399 1.154
H 3.862 3.096 0.355
H 3.582 -1.253 0.727
C -5.036 -0.034 -2.031
Mn -0.399 0.642 -1.466
C -2.912 -2.928 0.871
Si 2.256 3.053 -1.433
C 2.342 4.915 -1.762
C 1.381 -0.516 -3.776
O -2.421 -3.429 -2.015
H -4.174 -1.997 -1.751
C -0.532 -2.933 1.153
H -0.233 3.253 -1.022
C 0.245 2.582 -1.752
N 2.728 -0.789 0.798
N 1.182 -0.239 -2.531
H 0.734 -0.196 -4.556
H 0.007 2.998 -2.777
C -3.033 -2.930 2.245
H 1.945 0.247 5.250
H 2.770 1.751 0.717
H 4.401 2.493 -2.506
C -3.491 1.810 -1.829
C 0.451 0.761 3.809
H 0.435 -2.999 0.699
H -0.957 1.081 2.256
H 0.248 -2.799 3.155
C -2.141 -2.909 4.556
N 0.765 0.073 0.160
C 3.025 -1.558 -2.377
C 1.678 0.198 4.203
C 3.390 2.081 -2.645
C -1.641 -2.866 0.335
S 2.676 -1.504 -4.070
H 3.223 2.033 -3.720
C 1.872 -0.564 -0.243
H -2.226 -3.948 4.906
H -4.021 -2.929 2.640
```

Charges per atom according to Löwdin partitioning, unit e: number 1, C, carries -0.21; number 2, H, carries 0.09; number 3, H, carries 0.02; number 4, S, carries 0.60; number 5, C, carries -0.03; number 6, O, carries -0.31; number 7, H, carries 0.12; number 8, N, carries 0.01; number 9, H, carries 0.06; number 10, H, carries 0.08; number 11, C, carries 0.00; number 12, C, carries -0.01; number 13, H, carries 0.03; number 14, H, carries 0.03; number 15, C, carries -0.32; number 16, C, carries -0.28; number 17, H, carries 0.10; number 18, C, carries -0.03; number 19, C, carries -0.34; number 20, C, carries 0.01; number 21, H, carries 0.11; number 22, C, carries -0.22; number 23, H, carries 0.07; number 24, H, carries 0.13; number 25, N, carries -0.20; number 26, H, carries 0.12; number 27, H, carries 0.11; number 28, C, carries -0.16; number 29, H, carries 0.04; number 30, H, carries 0.03; number 31, H, carries 0.15; number 32, C, carries -0.03; number 33, Mn, carries 0.88; number 34, C, carries -0.04; number 35, Si, carries 0.55; number 36, C, carries -0.20; number 37, C, carries -0.44; number 38, O, carries -0.27; number 39, H, carries 0.12; number 40, C, carries -0.04; number 41, H, carries -0.01; number 42, C, carries -0.27; number 43, N, carries 0.21; number 44, N, carries -0.07; number 45, H, carries 0.10; number 46, H, carries 0.02; number 47, C, carries -0.01; number 48, H, carries 0.11; number 49, H, carries 0.01; number 50, H, carries 0.03; number 51, C, carries -0.10; number 52, C, carries -0.07; number 53, H, carries 0.10; number 54, H, carries 0.11; number 55, H, carries 0.13; number 56, C, carries -0.05; number 57, N, carries 0.10; number 58, C, carries -0.27; number 59, C, carries -0.05; number 60, C, carries -0.18; number 61, C, carries -0.30; number 62, S, carries 1.14; number 63, H, carries 0.03; number 64, C, carries -0.22; number 65, H, carries 0.10; number 66, H, carries 0.11

=====

No. 2
The following is a DFT calculation (the ωB97M-V functional and the def2-TZVPD basis) of C18H24N2O2 in the gas phase in a non-equilibrium geometry.

Results
Electronic energy: -26129.51917 eV
2S+1: 1
LUMO energy: 0.0084 Ha
Gap between HOMO and LUMO: 8.95 eV
Relative energy (zero: lowest compared OMol25 entry of this formula, charge and spin): 78.6 kcal per mole
E_HOMO: -8.718 eV
SMILES string: C[C@H]1[C@H]2CC[C@H](/N=C/c3ccccc3O)C[C@H]2NC(=O)[C@@H]1C

The geometry in XYZ format:
```
46
C18H24N2O2, DFT the ωB97M-V functional and the def2-TZVPD basis
N 1.761 -0.644 0.578
H -4.974 1.801 -2.543
C 3.679 -1.660 2.692
H -4.088 1.816 -4.117
H 1.907 -2.160 1.833
C 5.771 -1.314 3.807
H -5.320 -0.821 -1.303
H 3.060 0.943 0.487
C -3.003 0.749 -2.642
N -1.171 1.993 -1.466
H -4.074 1.168 -0.762
H -1.992 -1.807 -0.925
C -3.498 0.360 -1.165
C 3.877 -0.474 1.970
C -1.370 1.429 -0.209
C -4.312 1.263 -3.261
C -1.924 1.773 -2.549
O -1.502 2.202 -3.609
H 6.794 0.509 3.361
C -2.263 0.183 -0.272
H 6.586 -1.753 4.392
H 0.392 2.028 0.676
H -0.290 0.771 1.549
C 2.869 -0.001 0.973
C 0.845 0.178 -0.262
C 0.035 -0.908 -1.026
C -4.252 -0.952 -1.124
H -3.961 -1.611 -1.977
H -1.942 2.199 0.414
H 4.414 -3.009 4.280
O 2.602 -2.514 2.475
H -0.586 2.810 -1.615
C 5.951 -0.115 3.180
C 4.973 0.289 2.283
H -2.483 -0.089 -3.222
H 1.412 0.798 -0.973
C -1.363 -1.096 -0.410
H 0.643 -1.808 -1.025
C 4.627 -2.071 3.631
H -1.162 -1.470 0.626
C -0.104 1.125 0.542
H -0.032 -0.439 -2.086
H -2.698 0.151 0.625
H -4.145 -1.438 -0.146
H -4.819 0.391 -3.535
H 5.129 1.224 1.849
```

Charges per atom according to Löwdin partitioning, unit e: number 1, N, carries 0.05; number 2, H, carries 0.11; number 3, C, carries -0.25; number 4, H, carries 0.06; number 5, H, carries 0.10; number 6, C, carries -0.10; number 7, H, carries 0.08; number 8, H, carries 0.11; number 9, C, carries -0.20; number 10, N, carries 0.13; number 11, H, carries 0.13; number 12, H, carries 0.09; number 13, C, carries -0.29; number 14, C, carries -0.14; number 15, C, carries -0.31; number 16, C, carries -0.04; number 17, C, carries -0.48; number 18, O, carries 0.05; number 19, H, carries 0.10; number 20, C, carries -0.24; number 21, H, carries 0.11; number 22, H, carries 0.09; number 23, H, carries 0.13; number 24, C, carries -0.03; number 25, C, carries -0.32; number 26, C, carries -0.14; number 27, C, carries -0.07; number 28, H, carries 0.10; number 29, H, carries 0.17; number 30, H, carries 0.15; number 31, O, carries 0.02; number 32, H, carries 0.17; number 33, C, carries -0.09; number 34, C, carries -0.05; number 35, H, carries 0.18; number 36, H, carries 0.13; number 37, C, carries -0.11; number 38, H, carries 0.10; number 39, C, carries -0.02; number 40, H, carries 0.13; number 41, C, carries -0.09; number 42, H, carries 0.14; number 43, H, carries 0.09; number 44, H, carries 0.09; number 45, H, carries 0.06; number 46, H, carries 0.10

=====

No. 3
The following is a DFT calculation (the ωB97M-V functional and the def2-TZVPD basis) of a molecular structure, C37H54Cl2F5N3O2RbSbSi3 in a non-equilibrium geometry.

Results
Electronic energy: -117272.44456 eV
2S+1: 1
LUMO energy: 0.1395 Ha
Gap between HOMO and LUMO: 5.28 eV
Relative energy (zero: lowest compared OMol25 entry of this formula, charge and spin): 10.1 kcal per mole
Total charge: -2
E_HOMO: -1.480 eV

The geometry in XYZ format:
```
108
C37H54Cl2F5N3O2RbSbSi3, DFT the ωB97M-V functional and the def2-TZVPD basis
H -1.321 -0.309 -2.135
H -2.378 3.395 -3.130
H 0.597 -2.548 3.704
H -3.016 -1.665 -6.071
H -2.791 -0.281 5.200
Si 1.342 -4.399 -4.007
C -3.538 3.824 1.488
C -0.850 2.933 -1.660
Si -0.578 -1.560 -5.732
H 3.633 -1.808 1.881
C -0.532 0.261 -6.204
H -0.357 -4.973 -2.278
H -0.812 -2.056 -8.128
N -1.770 -0.629 2.031
C 2.413 4.183 1.785
C 3.712 -1.418 6.178
H -0.835 0.126 3.678
C -0.221 -2.512 -7.328
C 2.944 -2.302 2.576
H -2.472 -3.092 -5.171
H -0.915 2.658 -3.791
C -0.147 -5.306 -3.296
O -1.716 -1.329 -0.599
C -5.128 -2.262 0.266
C 1.388 3.846 0.716
H 0.761 -4.930 -6.390
C -4.037 -1.430 2.252
C -2.854 -0.544 4.152
C -5.167 -1.981 1.603
H 2.035 -4.064 0.692
H -3.136 5.903 1.103
F 2.679 3.209 2.694
H 2.940 -1.954 -7.236
H 0.252 0.472 -6.935
H 2.638 1.199 -4.273
H -3.643 1.678 1.606
H 4.290 -2.951 4.792
C -3.986 -1.098 3.625
C -2.049 4.599 -0.205
C -1.756 -0.314 3.302
H 4.498 -0.632 -2.843
C 2.830 -4.947 -2.990
H 3.337 -3.328 2.740
H 1.736 -6.197 -5.635
H 2.476 -2.485 0.000
C -2.933 4.877 0.817
H -2.922 1.132 -2.092
C -1.616 2.626 -2.955
H 4.060 -2.971 -6.331
C 2.173 0.203 5.287
H -1.050 -5.127 -3.883
C 4.561 -1.387 -3.629
C -1.783 3.268 -0.534
H -4.229 3.992 2.303
H -2.629 -1.543 -4.343
C -2.871 -1.182 1.483
C 3.695 -2.050 4.940
C 2.132 -0.379 4.006
H -1.527 5.390 -0.726
C 1.735 -2.998 0.620
H 2.915 0.219 7.318
H 4.552 -1.348 -6.836
H -1.492 0.557 -6.636
N 1.647 -2.367 1.915
H -0.354 0.870 -5.323
Sb 0.948 -1.884 -3.693
H -0.156 3.761 -1.801
Cl -6.637 -2.308 2.508
H -4.851 -1.293 4.246
C 1.610 -5.115 -5.733
H 1.591 1.107 5.476
C -2.777 -1.505 0.052
C -3.976 -2.029 -0.482
C 3.009 0.675 -5.156
H 3.010 -6.014 -3.152
H 2.334 0.910 -5.981
H 0.827 -2.494 -7.626
H 0.768 -2.944 0.112
H 5.511 -1.253 -4.154
C 3.713 -1.945 -6.468
H 0.909 -4.104 2.883
C 2.929 -0.285 6.353
H -0.524 -3.556 -7.241
H 3.997 1.075 -5.398
H 3.742 -4.408 -3.252
C -2.262 1.246 -2.956
H -0.319 -2.971 2.249
C -2.342 -2.013 -5.282
H 4.319 -1.808 6.990
Si 3.130 -1.180 -4.841
N -2.359 2.259 0.117
H -2.865 1.125 -3.868
H -0.277 2.045 -1.379
C 0.657 -3.036 2.733
F 3.603 4.509 1.231
H 0.043 -6.384 -3.277
F 1.974 2.653 0.127
C 2.920 -1.544 3.898
H 4.579 -2.361 -3.139
F 0.332 3.271 1.508
F 2.014 5.258 2.506
O -1.244 0.259 -2.940
Cl -4.003 -2.433 -2.181
C -3.210 2.536 1.101
H -5.999 -2.678 -0.224
H 2.497 -4.710 -6.221
H 2.650 -4.787 -1.927
Rb 0.812 0.675 1.316
```

Here are the Löwdin charges for atoms 1 to 99, given in e: number 1, H, carries 0.03; number 2, H, carries 0.11; number 3, H, carries 0.08; number 4, H, carries 0.03; number 5, H, carries 0.10; number 6, Si, carries 0.25; number 7, C, carries -0.08; number 8, C, carries -0.14; number 9, Si, carries 0.29; number 10, H, carries 0.12; number 11, C, carries -0.23; number 12, H, carries 0.03; number 13, H, carries 0.03; number 14, N, carries 0.06; number 15, C, carries -0.63; number 16, C, carries -0.16; number 17, H, carries 0.08; number 18, C, carries -0.23; number 19, C, carries -0.21; number 20, H, carries 0.02; number 21, H, carries 0.10; number 22, C, carries -0.23; number 23, O, carries -0.10; number 24, C, carries -0.17; number 25, C, carries -0.23; number 26, H, carries 0.00; number 27, C, carries -0.19; number 28, C, carries -0.05; number 29, C, carries -0.63; number 30, H, carries 0.08; number 31, H, carries 0.10; number 32, F, carries 0.09; number 33, H, carries 0.00; number 34, H, carries 0.02; number 35, H, carries 0.03; number 36, H, carries 0.10; number 37, H, carries 0.08; number 38, C, carries -0.05; number 39, C, carries -0.03; number 40, C, carries -0.16; number 41, H, carries 0.03; number 42, C, carries -0.23; number 43, H, carries 0.11; number 44, H, carries 0.03; number 45, H, carries 0.08; number 46, C, carries -0.08; number 47, H, carries 0.11; number 48, C, carries -0.16; number 49, H, carries 0.01; number 50, C, carries -0.19; number 51, H, carries 0.02; number 52, C, carries -0.23; number 53, C, carries -0.30; number 54, H, carries 0.09; number 55, H, carries -0.03; number 56, C, carries -0.16; number 57, C, carries -0.10; number 58, C, carries -0.14; number 59, H, carries 0.11; number 60, C, carries -0.13; number 61, H, carries 0.07; number 62, H, carries 0.02; number 63, H, carries 0.03; number 64, N, carries -0.30; number 65, H, carries 0.00; number 66, Sb, carries 0.94; number 67, H, carries 0.11; number 68, Cl, carries 0.60; number 69, H, carries 0.08; number 70, C, carries -0.22; number 71, H, carries 0.06; number 72, C, carries -0.43; number 73, C, carries -0.59; number 74, C, carries -0.24; number 75, H, carries 0.03; number 76, H, carries 0.01; number 77, H, carries 0.00; number 78, H, carries 0.08; number 79, H, carries 0.03; number 80, C, carries -0.23; number 81, H, carries 0.08; number 82, C, carries -0.16; number 83, H, carries 0.01; number 84, H, carries 0.03; number 85, H, carries 0.00; number 86, C, carries -0.27; number 87, H, carries 0.08; number 88, C, carries -0.24; number 89, H, carries 0.07; number 90, Si, carries 0.26; number 91, N, carries 0.14; number 92, H, carries 0.11; number 93, H, carries 0.10; number 94, C, carries -0.10; number 95, F, carries 0.09; number 96, H, carries 0.02; number 97, F, carries -0.25; number 98, C, carries -0.31; number 99, H, carries 0.00

=====

No. 4
The following is a DFT calculation (the ωB97M-V functional and the def2-TZVPD basis) of a molecular structure, CH2NO3P in a non-equilibrium geometry.

Results
Electronic energy: -17991.37571 eV
2S+1: 1
LUMO energy: 0.2569 Ha
Gap between HOMO and LUMO: 7.74 eV
Relative energy (zero: lowest compared OMol25 entry of this formula, charge and spin): 7.9 kcal per mole
Total charge: -2
E_HOMO: -0.749 eV

The geometry in XYZ format:
```
8
CH2NO3P, DFT the ωB97M-V functional and the def2-TZVPD basis
P 0.966 -1.705 1.232
O -2.200 0.118 1.181
H 2.893 2.480 -2.477
O 2.184 -0.896 1.615
C -3.239 0.108 0.542
N -4.287 0.192 0.014
H 2.600 1.975 -1.944
O 1.083 -2.272 -0.162
```

Charges per atom according to Löwdin partitioning, unit e: number 1, P, carries 0.36; number 2, O, carries -0.16; number 3, H, carries -0.01; number 4, O, carries -0.67; number 5, C, carries -0.79; number 6, N, carries -0.08; number 7, H, carries 0.01; number 8, O, carries -0.66

=====

What did the fourth record say?
The following is a DFT calculation (the ωB97M-V functional and the def2-TZVPD basis) of a molecular structure, CH2NO3P in a non-equilibrium geometry.

Results
Electronic energy: -17991.37571 eV
2S+1: 1
LUMO energy: 0.2569 Ha
Gap between HOMO and LUMO: 7.74 eV
Relative energy (zero: lowest compared OMol25 entry of this formula, charge and spin): 7.9 kcal per mole
Total charge: -2
E_HOMO: -0.749 eV

The geometry in XYZ format:
```
8
CH2NO3P, DFT the ωB97M-V functional and the def2-TZVPD basis
P 0.966 -1.705 1.232
O -2.200 0.118 1.181
H 2.893 2.480 -2.477
O 2.184 -0.896 1.615
C -3.239 0.108 0.542
N -4.287 0.192 0.014
H 2.600 1.975 -1.944
O 1.083 -2.272 -0.162
```

Charges per atom according to Löwdin partitioning, unit e: number 1, P, carries 0.36; number 2, O, carries -0.16; number 3, H, carries -0.01; number 4, O, carries -0.67; number 5, C, carries -0.79; number 6, N, carries -0.08; number 7, H, carries 0.01; number 8, O, carries -0.66

=====

Among the records above, which one has the highest electronic energy?
CH2NO3P